Density functional theory data (ωB97M-V/def2-TZVPD) for a molecular structure, C58H48BCaCl2F7N3O6P.

Computed properties:
total charge	-2
F_max	0.773	eV/Å
HOMO	-0.91	eV
Kohn-Sham gap	4.732	eV
energy relative to the best compared isomer or geometry (same formula, charge and spin)	43.9	kcal/mol
lowest unoccupied orbital energy	3.819	eV

XYZ file:
```
127
Properties=species:S:1:pos:R:3:forces:R:3:lowdin_charge:R:1
O 2.4806 1.7081 3.8277 0.12 0.09 -0.08 -0.03
H -2.8421 0.0187 -2.2555 0.00 0.01 -0.01 0.12
H -0.0271 -2.6776 6.0958 0.01 0.01 0.00 0.10
H -1.3301 5.0071 -1.1613 0.07 -0.04 0.00 0.11
H -5.5437 4.8136 -1.9883 0.01 0.00 0.00 0.12
H 3.1111 2.5605 6.3199 -0.01 0.00 -0.01 0.08
C -3.7904 -2.6392 2.6622 -0.71 -0.19 0.10 -0.05
H -6.5486 7.0378 -1.7403 0.00 0.01 0.00 0.09
C -3.8195 5.2196 -0.8022 0.05 0.01 -0.02 -0.15
F -0.3785 -1.0858 -2.0463 -0.16 -0.05 -0.35 -0.12
C 0.0640 -2.7638 5.0202 0.00 0.02 -0.02 -0.08
H -1.7774 -5.8040 -2.8995 0.00 -0.01 0.00 0.10
C -5.0411 5.5707 -1.3975 -0.01 0.02 0.00 -0.02
C -5.6020 6.8238 -1.2595 0.00 -0.01 -0.01 -0.11
H -3.7385 -1.5863 2.9066 0.00 0.02 0.00 0.12
C 2.0647 -3.5018 0.0981 -0.04 -0.12 0.04 -0.36
C 0.3037 -2.9520 2.2382 0.10 -0.01 0.09 -0.36
C 2.3293 3.0461 3.6537 -0.09 -0.11 0.02 -0.22
C 3.7544 3.1995 5.7120 0.01 0.00 0.03 -0.04
F -1.0721 -0.3995 -4.1393 -0.01 -0.01 -0.04 0.13
C -3.6499 1.6415 2.4971 0.18 0.09 -0.10 -0.08
C 4.3376 -3.0803 -0.6518 -0.02 -0.02 0.02 -0.12
H 3.3747 5.8619 5.2166 0.00 0.00 0.00 0.10
H -2.6109 5.5387 2.5507 0.02 -0.02 0.00 0.10
C 0.9649 7.3977 -1.3469 -0.01 -0.04 0.04 -0.10
H 2.9760 5.9388 -1.1836 0.00 0.01 0.00 0.09
C -3.4263 1.2372 -0.5788 -0.03 0.27 -0.23 -0.24
O -0.1800 1.0435 3.5718 0.03 -0.02 0.01 0.05
H -5.1563 -0.5780 -2.8477 0.01 0.00 -0.01 0.07
H 1.1008 3.0227 1.8783 -0.03 0.00 -0.04 0.10
B 0.0516 -0.7678 -3.4164 -0.03 -0.03 0.17 -1.28
C -1.5240 -5.7221 -1.8499 0.00 0.02 -0.01 -0.08
C 3.0302 -2.6560 -0.4315 0.08 0.08 -0.09 -0.62
H 5.0508 -2.3846 -1.0716 0.00 0.00 0.00 0.10
C -1.5637 -6.6066 0.3837 0.21 -0.08 -0.09 -0.12
H -5.3610 8.7941 -0.4161 0.00 0.00 0.00 0.09
O 0.2836 6.1700 -1.3064 0.07 -0.01 -0.11 -0.12
C -3.2224 -1.2197 -0.5448 -0.53 0.21 -0.09 0.08
H -1.8469 -7.3833 1.0845 0.03 -0.01 -0.01 0.10
C -5.9617 0.1723 -1.0039 -0.01 -0.02 0.00 -0.18
C -4.9629 -0.1270 -1.8827 -0.04 -0.01 -0.01 -0.11
H -4.1244 -3.2695 4.6796 -0.02 -0.03 -0.01 0.12
H -0.6303 -3.7827 -2.0774 0.01 0.01 0.00 0.10
H -4.1403 3.2387 -1.1736 -0.01 -0.04 0.05 0.13
H -2.6605 1.2453 2.2433 -0.02 0.00 0.06 0.08
F -4.7163 -5.4670 5.5327 0.01 -0.02 -0.01 0.12
C -3.9102 -5.3303 1.9965 -0.15 0.05 0.12 -0.02
C -0.9060 -5.4725 0.8440 0.22 -0.08 -0.07 -0.11
H 1.7198 -5.4960 0.7881 0.02 0.00 0.00 0.10
C 3.7508 -5.2543 0.1741 0.02 0.03 -0.01 -0.09
H -2.3878 -7.6179 -1.3207 0.00 0.00 0.00 0.09
C -3.4035 -2.0487 0.3175 0.29 -0.16 0.00 0.03
C -0.9210 -2.6447 2.8329 0.30 0.13 -0.13 -0.09
H 1.6673 7.4406 -2.1859 0.00 0.01 -0.01 0.09
O -4.2327 2.3264 1.3963 -0.08 0.13 -0.01 -0.14
H -2.4652 4.1535 1.4501 -0.09 -0.20 0.00 0.07
Ca -0.3300 0.5584 -0.4511 -0.07 -0.64 -0.39 1.31
C -3.5316 -0.0124 -1.4113 0.23 -0.17 0.01 -0.28
H -2.0047 -2.3186 4.6449 0.13 0.03 0.02 0.09
C -5.6984 0.8320 0.2169 0.02 0.03 -0.05 -0.10
H 2.5089 -0.1194 2.9827 0.01 0.01 -0.02 0.13
Cl 2.6587 -1.0241 -0.8889 0.06 0.05 0.05 0.79
H -4.2957 0.8193 2.8218 -0.04 -0.01 0.00 0.08
C 1.5973 3.6260 2.6234 0.08 -0.05 0.04 0.03
N -3.3938 3.9176 -1.0403 -0.16 -0.16 0.20 0.15
F -3.0819 -6.6008 4.6848 -0.03 0.00 0.00 0.12
H -6.9900 -0.0551 -1.2747 -0.01 0.00 0.00 0.08
Cl 2.0698 7.5416 3.3306 0.00 -0.03 0.00 0.60
C 0.3013 3.8316 -0.9194 -0.02 0.05 0.01 -0.20
H 2.3843 -3.3404 2.6301 0.02 -0.02 -0.02 0.10
C 2.4580 -4.8119 0.3873 -0.02 0.01 0.00 -0.09
H -0.9970 4.9603 2.0509 -0.17 -0.03 -0.02 0.07
F -5.0991 -6.9470 3.9984 0.02 0.00 0.01 0.12
H 1.5111 7.5793 -0.4154 0.01 0.01 0.00 0.09
H -3.5453 2.3612 3.3098 0.03 0.00 -0.01 0.08
N -2.1899 1.9591 -0.6711 0.02 0.44 0.12 0.02
C 4.6977 -4.3790 -0.3457 -0.01 0.00 0.00 -0.10
C 0.5483 0.6569 2.6675 -0.23 0.04 0.01 -0.66
C -1.8684 -6.7366 -0.9631 0.00 -0.01 0.03 -0.10
C 1.4124 -3.1354 3.0598 0.01 -0.03 -0.01 -0.09
C -4.9454 7.8002 -0.5217 0.01 0.00 0.00 -0.12
P 0.3388 -2.9130 0.4056 0.09 0.11 0.21 1.14
C 1.2931 -3.0388 4.4422 -0.03 -0.01 0.00 -0.09
C 2.8786 5.2257 4.4939 0.02 -0.02 0.00 -0.09
C 2.3311 2.6583 -0.6825 0.02 -0.07 0.02 -0.19
C -1.0455 -2.5662 4.2080 0.12 0.01 0.01 -0.06
C -4.0624 -4.9298 3.3186 0.00 -0.07 -0.02 -0.13
C -3.6303 -3.0284 1.3278 -0.52 -0.11 -0.18 -0.24
H -0.6802 -5.3734 1.8997 -0.03 0.02 0.01 0.11
H 2.1708 -3.1687 5.0641 0.00 -0.01 0.01 0.09
C 2.1564 5.7926 3.4565 0.00 0.06 -0.01 -0.66
C 0.9228 2.6052 -0.6977 0.09 0.33 -0.05 -0.16
C -2.1926 3.2487 -0.8525 0.03 -0.21 -0.07 -0.36
H -3.9520 -6.3818 1.7410 -0.03 0.04 0.02 0.11
H 2.4569 1.2120 1.8120 -0.04 0.01 -0.01 0.11
H 4.5405 2.5559 5.3123 0.00 0.01 -0.01 0.08
C 1.5162 5.0078 2.5204 0.09 0.02 -0.01 -0.10
O -1.9913 6.0185 0.6316 -0.11 0.06 0.10 -0.13
C -3.1873 6.2038 -0.0143 0.00 0.00 -0.01 -0.23
H 0.2047 8.1661 -1.4741 -0.01 0.00 0.01 0.09
H 4.0188 -6.2768 0.4093 0.00 0.00 0.00 0.10
H -1.7763 -2.4347 2.2012 0.74 0.04 0.21 0.07
C -4.2409 -5.9703 4.3760 0.01 0.05 -0.03 -0.57
H 5.7141 -4.7087 -0.5219 0.00 0.00 0.00 0.10
H -6.4678 1.0418 0.9474 0.01 0.01 0.01 0.08
H 4.1545 3.7911 -0.8236 0.00 0.00 0.00 0.09
O 0.1982 0.0658 1.5868 0.18 0.01 0.53 -0.28
H -3.5617 -4.6888 -0.0212 -0.02 0.00 0.01 0.12
C -0.8717 -4.5883 -1.3908 -0.05 0.01 0.01 -0.07
C 2.4126 5.0244 -1.0617 0.01 -0.01 0.01 -0.06
C -0.5394 -4.4619 -0.0395 -0.06 0.00 -0.01 -0.36
H 4.2096 3.9541 6.3546 0.00 0.00 0.00 0.07
H 2.8923 1.7381 -0.5238 -0.01 0.01 0.00 0.04
F 0.6572 -1.9025 -3.9393 0.03 -0.06 -0.02 0.12
C -3.7491 7.4719 0.0901 -0.01 0.00 0.00 -0.02
C 1.0321 5.0274 -1.0994 0.02 0.04 0.03 -0.24
H 0.9666 5.4573 1.7034 0.08 0.00 -0.01 0.09
C 3.0702 3.8131 -0.8549 -0.02 0.02 0.03 -0.12
N -1.1013 4.0390 -1.0084 0.02 -0.07 -0.11 0.15
C -3.6976 -4.3880 1.0088 -0.16 0.16 0.03 -0.02
C 2.9765 3.8473 4.6038 -0.03 0.04 0.02 -0.20
H -3.2075 8.1912 0.6924 -0.01 0.00 0.00 0.12
F 0.9478 0.2932 -3.2778 0.01 0.04 -0.03 0.10
C 2.0658 0.8544 2.7683 -0.02 0.00 0.06 -0.09
C -2.0269 5.1055 1.7322 -0.06 0.11 0.06 -0.02
C -4.4436 1.4503 0.3287 0.15 -0.03 0.16 -0.33
C -4.0037 -3.5826 3.6513 -0.17 0.13 -0.15 -0.03
```
Positions in Å, forces in eV/Å.